Here is a structure of composition C46H47N7O7S3SiTi at a distorted geometry from OMol25. Energies are from ωB97M-V/def2-TZVPD.

```
112
Properties=species:S:1:pos:R:3
Ti -0.51838 -0.07537 0.16325
C -3.69772 0.55944 -2.94778
C -2.78761 0.65256 -1.75908
N -1.83877 -0.31381 -1.50521
N -1.85006 -1.35101 -2.36692
C -1.02085 -2.30881 -2.09793
S 0.02945 -2.28679 -0.71813
S -1.19862 -3.81644 -3.01925
C -0.33444 -3.54980 -4.59502
C 1.14312 -3.26336 -4.54338
C 1.98546 -3.94554 -3.66994
C 3.35037 -3.71445 -3.69058
C 3.89366 -2.80245 -4.58785
C 3.05944 -2.10614 -5.44507
C 1.69183 -2.33510 -5.41697
C -3.01530 1.72173 -0.83370
C -3.69381 2.89761 -1.21881
C -3.96398 3.91153 -0.31635
C -3.59018 3.78599 1.01602
C -2.94164 2.62839 1.43537
C -2.64892 1.62694 0.52927
O -2.04259 0.49319 0.95833
H -3.67179 -0.44106 -3.37314
H -3.43550 1.27182 -3.73588
H -4.72262 0.79036 -2.64436
H -0.84645 -2.78673 -5.18336
H -0.50106 -4.50626 -5.10142
H 1.55710 -4.62712 -2.94591
H 3.99090 -4.23558 -2.98973
H 4.95849 -2.60762 -4.58903
H 3.46637 -1.35933 -6.11457
H 1.03727 -1.76857 -6.07000
H -3.97147 3.02429 -2.25727
H -4.45338 4.81570 -0.65804
H -3.78584 4.58118 1.72279
H -2.64238 2.49082 2.46682
C -0.03437 -1.03310 2.04520
Si 1.65619 -1.62933 2.48879
C 2.96878 -0.44159 1.82821
N 2.93383 -0.21039 0.39035
C 3.58507 -1.29067 -0.36988
C 4.55957 -0.76479 -1.41562
C 5.61107 0.12819 -0.76012
C 4.94536 1.24096 0.07821
C 3.42220 1.11842 0.02447
C 2.00449 -3.42644 2.00846
C 3.31105 -3.91895 1.98095
C 3.58526 -5.24648 1.68604
C 2.54322 -6.12367 1.41799
C 1.23587 -5.66402 1.45846
C 0.97470 -4.33214 1.75142
C 1.96249 -1.60159 4.36480
C 2.12859 -2.76328 5.12273
C 2.34234 -2.71037 6.49407
C 2.39123 -1.48534 7.14346
C 2.22260 -0.31689 6.41405
C 2.01549 -0.38199 5.04432
H -0.35231 -0.31572 2.81181
H -0.74398 -1.86804 2.07899
H 3.97641 -0.70969 2.19922
H 2.70973 0.50275 2.32343
H 4.16084 -1.92002 0.32296
H 2.82919 -1.93149 -0.83452
H 4.02061 -0.22329 -2.19521
H 5.03420 -1.61817 -1.90343
H 6.27407 0.55396 -1.51790
H 6.23715 -0.49689 -0.11436
H 5.22987 2.23243 -0.28364
H 5.27859 1.18328 1.11798
H 3.05673 1.35866 -0.97614
H 2.96058 1.84255 0.69664
H 4.13777 -3.25252 2.20301
H 4.61112 -5.59515 1.66194
H 2.75058 -7.15946 1.17514
H 0.41589 -6.33770 1.24198
H -0.05139 -3.98920 1.75061
H 2.09104 -3.73007 4.63327
H 2.46732 -3.62866 7.05674
H 2.55135 -1.44068 8.21441
H 2.23345 0.64548 6.90993
H 1.86189 0.54286 4.50287
C 1.19531 3.26700 -4.42208
N 0.27885 2.20184 -4.77381
C -0.80187 2.30709 -5.63016
C -1.48002 1.14500 -5.57323
N -0.80137 0.32487 -4.69250
C 0.27514 0.98091 -4.16781
S 1.35208 0.40281 -3.04356
H 1.23300 3.98022 -5.24487
H 2.18004 2.83344 -4.25417
H 0.87571 3.75201 -3.50057
H -0.98626 3.19567 -6.20562
H -2.37064 0.83056 -6.08352
H -1.19513 -0.46266 -4.18337
O -0.01844 3.33969 -1.07802
C 0.23739 2.79498 -0.03052
O 0.40674 1.46975 0.04817
C 0.43460 3.55145 1.24570
C 0.36067 2.91050 2.48454
C 0.47808 3.72017 3.61051
C 0.70592 5.07592 3.56675
C 0.80861 5.69690 2.30689
C 0.64200 4.91624 1.14459
N 1.05084 7.05393 2.22592
O 1.14386 7.59329 1.08104
O 1.17199 7.71929 3.30179
N 0.31438 3.09774 4.93732
O 0.55905 3.76207 5.93046
O -0.08236 1.94374 4.97838
H 0.17288 1.85112 2.57229
H 0.79411 5.66749 4.46240
H 0.67308 5.39475 0.17944
```

## Properties
frontier orbital gap (alpha / beta) = 0.163 / 0.254 Eh
⟨S²⟩ = 2.060
2S+1 = 3
HOMO energy (alpha / beta) = -0.026 / -0.118 hartree
energy relative to the best compared isomer or geometry (same formula, charge and spin) = 33.6 kcal/mol
strongest force on any atom = 1.57 eV Å⁻¹
charge = -2
E_tot = -136727.2314 eV

Here is a structure of composition C46H48As2N5O9OsS2Te at a distorted geometry from OMol25. Energies are from ωB97M-V/def2-TZVPD.

```
114
Properties=species:S:1:pos:R:3
Os 0.69341 -0.38323 -0.15115
C 2.54293 8.76931 -10.10981
O 2.63101 8.86845 -8.68042
C 2.36209 7.85681 -7.91130
C 2.51039 8.08187 -6.51450
C 2.26990 7.07827 -5.63197
C 1.87999 5.79268 -6.09071
C 1.70429 5.58297 -7.48150
C 1.93702 6.58498 -8.37606
C 1.70130 4.74878 -5.13242
N 1.75556 4.92897 -3.81764
C 1.56885 3.71983 -3.26639
C 1.40331 2.74442 -4.26582
N 1.48770 3.42021 -5.43869
C 1.28464 1.35535 -3.97039
C 1.29538 0.31186 -4.90724
C 1.32339 -0.99091 -4.46253
C 1.24844 -1.24424 -3.09668
N 1.13177 -0.27415 -2.19564
C 1.21617 1.02058 -2.60233
C 1.32800 2.02299 -1.56220
N 1.29307 1.58217 -0.27056
C 1.50624 2.46311 0.70406
C 1.77067 3.80849 0.46044
C 1.78693 4.27531 -0.83388
C 1.55598 3.36992 -1.87627
H 2.84042 9.73832 -10.49420
H 1.52202 8.55115 -10.42442
H 3.21881 8.00375 -10.49163
H 2.82820 9.06195 -6.18567
H 2.38253 7.23590 -4.56902
H 1.36887 4.62642 -7.85913
H 1.79933 6.40254 -9.43204
H 1.41822 3.02991 -6.36382
H 1.32056 0.52451 -5.96795
H 1.40335 -1.81360 -5.15792
H 1.30157 -2.25071 -2.70807
H 1.47528 2.09031 1.72204
H 1.96416 4.46882 1.29330
H 1.98652 5.31125 -1.07189
S -1.68705 -1.75964 3.47114
C -1.40550 -2.64299 4.87497
N -0.32616 -3.33771 5.14687
C -0.28208 -4.06851 6.40929
C -1.70782 -4.09335 6.95856
S -2.59961 -2.73240 6.12517
H 0.41745 -3.46317 4.47477
H 0.40717 -3.56787 7.09202
H 0.07300 -5.07968 6.21909
H -1.74820 -3.93426 8.03215
H -2.22434 -5.01953 6.71646
C 3.12592 -4.95374 2.05508
O 1.69284 -4.82616 1.95645
C 1.24154 -4.09138 0.96079
O 1.97759 -3.51127 0.17391
C -0.23033 -3.98925 0.78954
C -1.17027 -4.85437 1.16566
As -3.05579 -4.88104 0.57718
C -3.82141 -4.91398 2.39201
C -3.41178 -2.97535 0.13246
C -2.49297 -2.02393 -0.10812
As -0.59553 -2.46033 -0.37610
C -0.82478 -3.51021 -2.01017
C -2.67778 -0.57173 -0.41495
O -1.73207 0.11241 -0.81167
O -3.85369 -0.06361 -0.20938
C -4.09070 1.30525 -0.57668
C -4.91174 -3.01279 -0.09548
O -5.48185 -4.04984 0.16409
O -5.50035 -1.99641 -0.67830
C -6.89030 -2.18686 -1.01618
C -0.91057 -6.13202 1.91657
O -0.36073 -6.22072 2.98195
O -1.47617 -7.13968 1.26228
C -1.37965 -8.46056 1.83134
H 3.30786 -5.65627 2.86129
H 3.56952 -3.98301 2.27608
H 3.53881 -5.32931 1.12175
H -3.26482 -5.61663 3.01084
H -4.85350 -5.24183 2.31101
H -3.78937 -3.92416 2.84249
H -1.59436 -4.26177 -1.84301
H 0.11273 -4.01101 -2.25173
H -1.12824 -2.87208 -2.84016
H -4.98197 1.60708 -0.03761
H -4.26856 1.36472 -1.64972
H -3.24124 1.92893 -0.30943
H -7.15750 -1.36826 -1.67549
H -7.49988 -2.16099 -0.11504
H -7.02631 -3.14576 -1.51128
H -2.20921 -9.02875 1.42457
H -1.44000 -8.41063 2.91597
H -0.43508 -8.91267 1.53644
C 1.71980 3.40424 7.02420
C 1.58533 2.49154 5.84352
C 2.65138 1.71054 5.40802
C 2.53296 0.83628 4.33746
C 3.73252 0.01556 3.93734
C 1.29065 0.72984 3.68780
Te 1.06041 -0.95976 2.39707
C 0.22509 1.56511 4.05238
C -1.09903 1.57226 3.33651
C 0.39007 2.41842 5.13586
H 2.72062 3.36641 7.44777
H 1.00149 3.12772 7.79761
H 1.49874 4.43344 6.73861
H 3.60022 1.77056 5.92825
H 4.64508 0.46591 4.32286
H 3.82368 -0.06354 2.85314
H 3.65656 -0.99239 4.35407
H -1.02771 1.11472 2.34745
H -1.46359 2.59407 3.22868
H -1.84131 1.02001 3.91258
H -0.44643 3.03281 5.45111
```

## Properties
frontier orbital gap (alpha / beta) = 0.203 / 0.149 Eh
⟨S²⟩ = 6.055
2S+1 = 5
HOMO energy (alpha / beta) = -0.477 / -0.520 hartree
energy relative to the best compared isomer or geometry (same formula, charge and spin) = 0.0 kcal/mol
strongest force on any atom = 1.28 eV Å⁻¹
charge = +3
E_tot = -227443.5339 eV

Here is a structure of composition C46H48N8O3S3Sr from OMol25. Energies are from ωB97M-V/def2-TZVPD.

```
109
Properties=species:S:1:pos:R:3
Sr -0.04689 0.33472 -0.44599
C -1.71557 2.87388 1.53615
O -0.69907 1.88767 1.66213
C -0.12196 1.83464 2.95284
C 1.21549 1.16322 2.80914
O 1.08849 -0.13768 2.24479
C 1.11797 -1.24220 3.13040
C -0.21170 -1.94275 3.26608
O -0.62840 -2.37043 1.98740
C -1.60831 -3.39041 2.04475
H -1.32748 3.85351 1.82870
H -2.01050 2.90410 0.48945
H -2.57999 2.62550 2.16109
H 0.02627 2.84450 3.35211
H -0.78356 1.29254 3.64498
H 1.81055 1.74013 2.10231
H 1.73944 1.12616 3.76876
H 1.83026 -1.96415 2.72914
H 1.47329 -0.93624 4.11944
H -0.06310 -2.80501 3.93096
H -0.97585 -1.29959 3.71655
H -1.15286 -4.34316 2.34197
H -2.40780 -3.14428 2.74613
H -2.04467 -3.48832 1.05175
S -1.63537 2.03504 -2.18051
C -3.29482 1.80795 -1.73291
N -4.20323 2.58760 -2.23722
N -5.54300 2.41037 -2.00558
C -6.34939 1.28448 -2.15024
C -7.72001 1.45094 -1.91474
C -8.60207 0.39792 -2.07742
C -8.14858 -0.84922 -2.49050
C -6.79418 -1.00980 -2.74566
C -5.89762 0.03544 -2.57515
N -3.77688 0.88894 -0.75204
N -2.96897 0.38782 0.04247
C -3.66862 -0.34352 1.07457
C -4.89047 -0.97318 0.85498
C -5.53980 -1.58627 1.91333
C -4.99519 -1.55160 3.19324
C -3.77545 -0.92597 3.40246
C -3.09849 -0.34655 2.33676
H -6.03093 3.27366 -2.15044
H -8.08747 2.41994 -1.59365
H -9.65543 0.55539 -1.87894
H -8.83734 -1.67466 -2.61508
H -6.41405 -1.96855 -3.08018
H -4.85226 -0.12418 -2.78480
H -5.32366 -0.96513 -0.13535
H -6.48898 -2.07820 1.74078
H -5.51994 -2.01286 4.02045
H -3.34851 -0.89039 4.39774
H -2.14306 0.14128 2.46835
N -1.23953 -4.13635 -1.60932
C -2.17676 -3.59686 -2.47595
C -3.17692 -4.17893 -3.24661
C -3.86220 -3.33475 -4.09864
C -3.56024 -1.96510 -4.17766
C -2.57449 -1.39104 -3.39844
C -1.87822 -2.23153 -2.53040
N -0.78620 -1.95888 -1.70493
C -0.44015 -3.11314 -1.20081
C 0.80650 -3.26582 -0.45184
C 1.44544 -4.41180 -0.10040
S 2.95996 -4.02718 0.59071
C 2.62076 -2.35820 0.37941
N 1.47153 -2.10176 -0.15365
H -1.14721 -5.10265 -1.35223
H -3.39522 -5.23820 -3.20085
H -4.64263 -3.73978 -4.73009
H -4.11858 -1.34384 -4.86639
H -2.33406 -0.33381 -3.45128
H 1.13395 -5.43633 -0.23360
H 3.32332 -1.59200 0.68487
C 2.76368 -5.49535 -4.82059
C 2.01076 -4.18388 -5.08812
C 0.59562 -4.33221 -4.53593
C 1.92405 -3.94584 -6.60182
C 2.75413 -3.01658 -4.43874
C 4.11718 -2.83381 -4.73619
C 4.84190 -1.78466 -4.21429
C 4.19459 -0.89011 -3.36715
S 4.81046 0.52207 -2.59158
C 3.22093 0.81948 -1.89672
N 2.32403 -0.07398 -2.19472
C 2.84553 -1.04476 -3.04805
C 2.12855 -2.11535 -3.59281
C 2.99046 2.02989 -1.08139
C 3.99814 3.00576 -1.05335
C 3.79488 4.19489 -0.38223
C 2.56772 4.40473 0.23828
C 1.59685 3.41281 0.20587
C 1.74944 2.16179 -0.42778
H 2.18598 -6.34215 -5.19977
H 2.92323 -5.63855 -3.74887
H 3.73800 -5.51499 -5.31027
H 0.11240 -5.20090 -4.98964
H -0.02480 -3.45915 -4.75156
H 0.61839 -4.48214 -3.45389
H 1.46102 -4.80403 -7.09675
H 2.91360 -3.79677 -7.03741
H 1.32427 -3.05948 -6.81879
H 4.61464 -3.52052 -5.41029
H 5.88572 -1.65346 -4.47091
H 1.07679 -2.18915 -3.35669
H 4.93900 2.85756 -1.57415
H 4.56704 4.95424 -0.36298
H 2.37177 5.34711 0.74008
H 0.65434 3.63879 0.70314
```

## Properties
frontier orbital gap = 0.229 Eh
2S+1 = 1
HOMO energy = -0.236 hartree
energy relative to the best compared isomer or geometry (same formula, charge and spin) = 24.6 kcal/mol
strongest force on any atom = 0.82 eV Å⁻¹
E_tot = -99886.3977 eV

Here is a structure of composition C46H49BrN6O5P2SSi2Sn at a distorted geometry from OMol25. Energies are from ωB97M-V/def2-TZVPD.

```
113
Properties=species:S:1:pos:R:3
Sn -1.13273 1.15266 -1.67089
C -2.03030 3.06191 2.34977
Si -1.12613 1.47992 2.90671
C -1.25635 0.96138 4.70877
C 0.66736 1.93170 2.58936
N -1.67142 0.08426 1.89080
P -0.87331 -1.20198 0.91858
C -0.85665 -0.92373 -0.73244
P -1.85864 -1.64472 -1.96588
N -2.82413 -0.51903 -2.46759
Si -3.82878 -0.19065 -3.81059
C -5.31398 -1.41226 -3.94715
C -3.07154 -0.31041 -5.56226
C -4.67502 1.49626 -3.53113
C -0.57136 -2.00770 -3.21415
C 0.49989 -0.98779 -3.25735
C 1.55054 -1.28944 -4.37673
C 1.66259 -2.51542 -4.91376
C 0.65392 -3.47734 -4.76948
C -0.49199 -3.18759 -3.97049
C -2.56909 -3.19455 -1.61993
C -3.92332 -3.45586 -1.66823
C -4.37959 -4.74590 -1.46931
C -3.49114 -5.80679 -1.37655
C -2.12907 -5.56302 -1.36494
C -1.73410 -4.25539 -1.41499
C 0.69538 -1.15647 1.70018
C 1.84111 -0.85669 0.98593
C 3.04569 -0.73117 1.66563
C 3.15461 -1.01887 2.99682
C 2.06897 -1.63731 3.61564
C 0.83595 -1.58862 3.03861
C -1.66221 -2.79455 1.50356
C -3.02724 -2.87975 1.58905
C -3.50461 -4.15601 1.94917
C -2.74142 -5.25366 2.18121
C -1.36560 -5.09091 2.18581
C -0.83356 -3.80138 1.91031
H -2.86423 3.25599 3.02186
H -1.34928 3.87096 2.22236
H -2.50637 2.83150 1.38943
H -0.65674 1.54755 5.34284
H -2.28701 0.92123 5.04702
H -0.90616 -0.08628 4.70741
H 0.78752 2.91260 3.07275
H 1.36914 1.17181 3.08656
H 0.84057 1.97637 1.51081
H -5.05649 -2.42128 -4.22420
H -5.76342 -1.47150 -2.94061
H -6.04388 -0.98272 -4.64701
H -2.61270 -1.25872 -5.85351
H -3.98460 -0.28342 -6.16567
H -2.34800 0.41931 -5.82241
H -5.03109 1.55669 -2.52314
H -4.02587 2.34177 -3.82348
H -5.42598 1.50370 -4.21101
H 1.01885 -1.15394 -2.23447
H 2.45463 -0.63915 -4.53540
H 2.54239 -2.77974 -5.41912
H 0.68270 -4.44341 -5.27622
H -1.29783 -3.91313 -3.82436
H -4.64479 -2.66008 -1.72196
H -5.45342 -4.88193 -1.54533
H -3.85643 -6.81522 -1.10788
H -1.36858 -6.28453 -1.21271
H -0.64815 -4.11647 -1.32360
H 1.74462 -0.73585 -0.07613
H 3.88936 -0.27846 1.20282
H 4.06183 -0.91441 3.55994
H 2.13214 -2.04188 4.58367
H -0.07260 -1.83883 3.58781
H -3.70996 -2.06351 1.32761
H -4.49198 -4.30084 2.22637
H -3.30349 -6.14467 2.47033
H -0.75217 -5.86797 2.56374
H 0.20377 -3.69988 2.09229
C -0.86192 5.14798 -1.11695
O 0.47456 4.80983 -0.96361
C 1.07434 5.09093 0.26402
C 0.46523 5.72011 1.33009
C 1.24060 5.73700 2.47427
Br 0.37007 6.49914 4.04562
C 2.48722 5.16427 2.68083
C 3.06926 4.48613 1.60329
C 2.35019 4.50003 0.39497
O 2.99389 4.07409 -0.76798
C 4.25141 3.65478 1.72161
N 5.25804 3.93612 2.51932
C 6.09392 2.90819 2.42235
C 7.31307 2.75807 3.06051
C 8.05824 1.64446 2.85636
C 7.53715 0.57974 2.05817
C 6.30433 0.70969 1.38702
C 5.57811 1.86819 1.64079
N 4.37733 2.40314 1.11860
H -1.55021 4.67177 -0.38380
H -1.23473 4.83364 -2.10386
H -1.10495 6.24918 -1.02054
H -0.55094 6.11635 1.45375
H 2.97878 5.20415 3.64020
H 2.36816 3.44826 -1.15285
H 7.74473 3.54715 3.69427
H 9.01374 1.57215 3.31655
H 8.12457 -0.31534 1.89813
H 5.99790 -0.02590 0.69348
H 3.70461 1.94079 0.44869
O -3.57170 0.75020 2.68148
N -3.01298 0.00174 1.87272
S 0.24159 1.36201 -4.65294
C -0.03936 0.41583 -3.37479
O 3.53940 1.11347 -1.27637
N 2.37461 1.03895 -1.67149
O 1.54273 1.63884 -0.90132
```

## Properties
frontier orbital gap (alpha / beta) = 0.252 / 0.245 Eh
⟨S²⟩ = 0.796
2S+1 = 2
HOMO energy (alpha / beta) = -0.174 / -0.181 hartree
strongest force on any atom = 3.43 eV Å⁻¹
charge = -1
E_tot = -188715.0795 eV